C41H68F3MgO19S | wB97M-V/def2-TZVPD

Net charge = +1
HOMO = -11.02 eV
2S+1 = 1
Frontier orbital gap = 8.4 eV
Total energy = -3930.48901 a.u.

```
133
C41H68F3MgO19S wB97M-V/def2-TZVPD
Mg -2.923 0.865 -1.434
C 1.018 -0.651 -0.283
F 1.142 -0.078 -1.465
F 0.710 -1.926 -0.482
F 2.163 -0.559 0.361
S -0.328 0.128 0.766
O 0.161 1.463 1.095
O -1.496 0.113 -0.110
O -0.459 -0.744 1.917
C 1.437 -1.834 -6.297
C 1.321 -0.980 -5.033
C 0.094 -1.574 -4.344
O -0.749 -1.943 -5.422
C 0.040 -2.396 -6.530
H 2.197 -2.601 -6.153
H 1.749 -1.202 -7.129
H 1.106 0.055 -5.312
H 2.280 -1.015 -4.521
H -0.410 -0.823 -3.736
H 0.340 -2.406 -3.671
H -0.382 -2.085 -7.485
H 0.035 -3.489 -6.567
C 0.434 -4.158 1.720
C -0.601 -5.005 2.460
C 0.202 -6.144 3.103
O 1.553 -5.944 2.691
C 1.732 -4.563 2.409
H 0.271 -3.084 1.815
H 0.518 -4.377 0.656
H -1.391 -5.412 1.826
H -1.097 -4.369 3.197
H -0.066 -7.140 2.749
H 0.186 -6.139 4.199
H 2.581 -4.449 1.738
H 1.887 -4.002 3.338
C 2.451 -0.710 3.556
C 3.947 -0.985 3.619
C 3.982 -2.394 4.198
O 2.898 -2.392 5.138
C 1.886 -1.473 4.736
H 2.095 -1.115 2.606
H 2.199 0.351 3.516
H 4.443 -0.257 4.262
H 4.376 -0.911 2.618
H 4.885 -2.645 4.755
H 3.895 -3.197 3.458
H 1.701 -0.831 5.602
H 0.960 -1.993 4.476
C 4.192 0.156 -2.444
C 3.844 1.518 -2.979
C 5.179 2.256 -2.762
O 6.199 1.271 -2.914
C 5.644 -0.048 -2.866
H 3.594 -0.708 -2.742
H 4.180 0.089 -1.350
H 3.026 2.002 -2.443
H 3.516 1.374 -4.014
H 5.209 2.591 -1.720
H 5.387 3.070 -3.453
H 6.198 -0.653 -2.151
H 5.694 -0.481 -3.869
O 1.233 5.652 2.620
C 1.573 4.910 1.744
O 1.026 5.022 0.511
C 1.521 3.992 -0.353
C 2.688 3.317 0.392
C 2.659 3.875 1.808
H 1.878 4.409 -1.296
H 0.772 3.252 -0.632
H 3.617 3.448 -0.164
H 2.552 2.234 0.400
H 3.563 4.351 2.178
H 2.344 3.120 2.529
O -4.094 1.417 4.115
C -2.926 1.202 4.237
O -2.459 0.206 5.001
C -1.013 0.180 4.999
C -0.642 1.622 4.640
C -1.754 1.978 3.682
H -0.760 -0.527 4.212
H -0.541 -0.101 5.935
H 0.356 1.786 4.235
H -0.671 2.241 5.539
H -1.632 1.700 2.635
H -2.092 3.016 3.626
O -2.892 -0.991 -2.290
C -2.636 -2.163 -2.108
O -2.069 -2.568 -0.990
C -1.774 -3.965 -1.037
C -2.493 -4.546 -2.242
C -2.876 -3.299 -3.068
H -2.027 -4.417 -0.081
H -0.697 -4.099 -1.145
H -3.364 -5.144 -1.972
H -1.836 -5.257 -2.741
H -3.901 -3.330 -3.423
H -2.175 -3.126 -3.889
O -4.088 0.126 -0.007
C -4.581 -0.519 0.889
O -5.890 -0.503 1.112
C -6.255 -1.461 2.126
C -5.003 -1.627 2.965
C -3.895 -1.362 1.956
H -6.604 -2.386 1.667
H -7.070 -1.032 2.704
H -4.943 -2.612 3.427
H -4.918 -0.913 3.784
H -3.500 -2.275 1.505
H -3.057 -0.815 2.384
O -1.319 1.426 -2.550
C -0.641 2.027 -3.347
O 0.550 2.470 -2.929
C 1.057 3.452 -3.854
C 0.407 3.060 -5.183
C -0.934 2.514 -4.741
H 2.131 3.358 -4.010
H 0.825 4.440 -3.459
H 1.011 2.349 -5.745
H 0.263 3.890 -5.876
H -1.302 1.687 -5.345
H -1.638 3.336 -4.585
O -2.863 2.511 -0.364
C -2.985 3.488 0.343
O -4.046 3.639 1.112
C -4.005 4.862 1.853
C -2.871 5.699 1.176
C -2.003 4.599 0.591
H -3.748 4.666 2.890
H -4.941 5.399 1.747
H -2.304 6.320 1.866
H -3.292 6.358 0.419
H -1.325 4.135 1.313
H -1.522 4.883 -0.340
```